DFT (wB97M-V/def2-TZVPD) results for a cluster of 9 separate species, C28H75NO9 in total.

```
113
Properties=species:S:1:pos:R:3:mulliken_spin:R:1
C 0.7699 0.2017 1.6467 0.16
C 1.1691 0.1491 0.1800 -0.46
C 0.0772 0.4639 -0.8860 -0.36
O -0.4667 -0.7966 -1.2035 0.01
C -1.3958 -0.8330 -2.3196 0.32
N 2.2204 1.1793 0.0523 0.16
H 0.0934 -0.6501 1.7172 -0.05
H 0.1373 1.0445 1.9252 -0.07
H 1.6264 0.1800 2.3205 0.12
H 1.5266 -0.8692 0.0271 0.04
H 0.3508 1.0367 -1.7721 0.23
H -0.7479 0.9970 -0.4138 -0.12
H -0.9495 -0.7436 -3.3100 0.08
H -2.2527 -0.1690 -2.2058 0.06
H -1.6857 -1.8797 -2.2270 -0.02
H 2.0126 2.1594 0.1799 0.01
H 3.0105 0.9581 0.6413 -0.06
C -3.4782 3.3854 -7.1810 0.08
C -3.1960 2.2470 -6.2677 0.10
C -2.1058 2.5301 -5.2260 0.20
O -4.4032 1.8902 -5.6928 -0.04
H -4.0664 4.2395 -6.8453 -0.02
H -3.9627 3.0917 -8.1121 -0.01
H -2.5736 3.8919 -7.5176 -0.01
H -2.9168 1.3370 -6.7988 0.01
H -1.7989 1.6067 -4.7350 0.07
H -2.3628 3.2911 -4.4891 -0.17
H -1.1923 2.9483 -5.6489 -0.04
H -4.5375 2.4868 -4.9529 -0.01
C 4.8670 0.6332 -2.6876 0.01
C 3.6606 1.2880 -3.2269 0.07
C 2.4909 0.3678 -3.6309 -0.03
O 3.2209 2.2387 -2.2350 -0.11
H 5.5812 1.3878 -2.3581 0.00
H 5.2785 0.2081 -3.6031 0.00
H 4.6896 -0.0572 -1.8631 0.01
H 3.8965 1.9351 -4.0718 0.01
H 2.2032 -0.4256 -2.9411 -0.02
H 2.7608 -0.0590 -4.5969 -0.06
H 1.5678 0.9103 -3.8349 0.19
H 2.6712 1.7212 -1.6421 0.00
C -5.9516 -3.7805 -1.5065 0.07
C -5.8771 -2.3187 -1.8387 0.19
C -5.3640 -2.0039 -3.2343 -0.15
O -7.1330 -1.8318 -1.6793 -0.12
H -6.8296 -4.1562 -2.0319 0.00
H -6.1132 -3.9258 -0.4384 -0.02
H -5.0651 -4.3284 -1.8261 -0.03
H -5.2490 -1.8786 -1.0642 -0.03
H -4.3120 -2.2829 -3.1752 0.00
H -5.3789 -0.9947 -3.6457 0.16
H -5.8775 -2.6374 -3.9576 -0.03
H -7.7445 -2.1091 -2.3654 0.01
C -0.9767 -2.3643 4.6681 0.03
C -1.1386 -1.5850 6.0147 0.06
C -0.7460 -2.4636 7.1166 0.01
O -0.2315 -0.4580 6.1716 -0.03
H 0.0768 -2.6441 4.6761 0.01
H -1.0697 -1.6778 3.8265 0.00
H -1.5178 -3.2995 4.5243 -0.01
H -2.1479 -1.1749 6.0490 -0.02
H 0.1984 -2.9861 6.9646 0.00
H -1.3236 -3.3651 7.3209 0.00
H -0.8259 -2.0312 8.1140 0.00
H -0.4721 0.2779 5.6040 0.03
C -0.4850 -5.4458 -2.3664 0.03
C 0.1432 -4.2372 -1.6795 0.05
C -0.3088 -4.2652 -0.2852 -0.04
O 1.5042 -4.4503 -1.6442 -0.03
H -0.4689 -5.4669 -3.4561 -0.01
H -1.5338 -5.4898 -2.0727 0.01
H -0.1542 -6.4233 -2.0156 0.00
H -0.0776 -3.2644 -2.1188 -0.01
H 0.1635 -3.5375 0.3747 0.08
H -0.2545 -5.2067 0.2612 -0.05
H -1.3353 -3.9369 -0.1220 0.05
H 1.9655 -3.7915 -2.1684 0.02
C 6.1541 -3.0470 0.6326 0.01
C 4.6881 -3.3521 1.0649 -0.01
C 3.7854 -2.1671 1.6896 0.02
O 4.1747 -3.8542 -0.1333 -0.01
H 6.3013 -2.4986 -0.2978 0.00
H 6.8225 -3.9073 0.5995 0.00
H 6.5758 -2.3955 1.3979 0.00
H 4.6783 -4.1603 1.7963 0.00
H 2.7512 -2.4465 1.8911 0.02
H 3.6528 -1.3167 1.0208 0.00
H 4.1789 -1.6378 2.5574 -0.01
H 3.3130 -4.2452 0.0283 0.00
C 0.3846 4.3924 -0.0328 0.08
C 0.5754 4.8070 1.5432 -0.23
C 0.7893 6.3322 1.7083 0.20
O -0.4860 4.3378 2.3026 -0.87
H 0.1880 3.3372 -0.2224 0.45
H 1.3068 4.7352 -0.5022 0.28
H -0.4090 5.0609 -0.3668 -0.57
H 1.4746 4.3407 1.9458 0.06
H 1.7629 6.5525 1.2705 0.00
H 0.7950 6.5872 2.7680 0.09
H -0.0559 6.7488 1.1604 -0.07
H -1.2607 4.7441 1.9072 0.54
C 1.9461 3.0581 4.9216 0.26
C 0.5291 2.7073 5.3283 -0.30
C -0.2042 3.8656 6.1173 0.25
O -0.2918 2.4233 4.1792 0.22
H 1.9244 3.6194 3.9875 -0.06
H 2.6273 2.2444 4.6731 0.01
H 2.4640 3.7094 5.6256 0.00
H 0.5636 1.6968 5.7354 -0.02
H -1.0883 3.5661 6.6801 -0.01
H -0.6542 4.5797 5.4276 -0.06
H 0.4677 4.3952 6.7926 0.03
H -0.3031 3.1997 3.6147 0.19
```

Charge: -1
Spin multiplicity: 2
HOMO-LUMO gap (spin up / spin down) in eV: 1.8 / 9.1

---

DFT (wB97M-V/def2-TZVPD) results for a structure of composition C47H38N5O7PtS6.

```
104
Properties=species:S:1:pos:R:3:mulliken_spin:R:1
Pt -1.3118 -1.7989 -0.2836 0.53
N 0.6684 -2.0653 -0.6218 -0.01
S 1.7873 -1.4085 0.0665 0.06
N 2.2268 0.1995 0.0424 0.00
S 2.0551 1.3045 -1.0010 0.00
N 0.6923 1.9061 -1.3872 0.00
S -0.5775 1.5456 -0.3396 -0.02
N -0.7745 0.1471 -0.1769 0.07
C -1.8754 2.4756 -1.1007 -0.01
C -1.6740 3.5344 -1.9744 0.00
C -2.7847 4.1609 -2.5179 0.00
C -4.0615 3.7206 -2.1874 0.00
C -4.2408 2.6527 -1.3196 0.00
C -3.1415 2.0147 -0.7637 0.00
C -0.1203 2.4557 1.1250 0.00
C 0.2888 1.6967 2.2077 0.00
C 0.7178 2.3455 3.3543 0.00
C 0.7258 3.7328 3.4052 0.00
C 0.2937 4.4804 2.3162 0.00
C -0.1394 3.8416 1.1646 0.00
C 3.0893 2.5934 -0.3439 0.00
C 2.8257 3.8881 -0.7650 0.00
C 3.6153 4.9204 -0.2846 0.00
C 4.6486 4.6511 0.6027 0.00
C 4.9003 3.3491 1.0138 0.00
C 4.1186 2.3075 0.5384 0.00
C 2.8036 0.8762 -2.5517 0.00
C 4.1542 0.5461 -2.5502 0.00
C 4.7395 0.1352 -3.7336 0.00
C 3.9741 0.0487 -4.8914 0.00
C 2.6249 0.3688 -4.8708 0.00
C 2.0242 0.7911 -3.6924 0.00
C 3.2876 -2.1230 -0.5752 0.00
C 4.4565 -2.1339 0.1675 0.00
C 5.6034 -2.6706 -0.4002 0.00
C 5.5684 -3.1832 -1.6900 0.00
C 4.3844 -3.1706 -2.4157 0.00
C 3.2296 -2.6417 -1.8601 0.00
C 1.8065 -1.5834 1.8371 0.00
C 2.5155 -0.7521 2.7021 0.00
C 2.3802 -0.9378 4.0647 0.00
C 1.5288 -1.9252 4.5545 0.00
C 0.8276 -2.7402 3.6861 0.00
C 0.9706 -2.5795 2.3149 0.01
H -0.6716 3.8442 -2.2372 0.00
H -2.6551 4.9849 -3.2072 0.00
H -4.9239 4.2107 -2.6211 0.00
H -5.2347 2.3013 -1.0774 0.00
H -3.2504 1.1687 -0.0927 0.00
H 0.2267 0.6184 2.1617 0.00
H 1.0067 1.7596 4.2169 0.00
H 1.0478 4.2370 4.3075 0.00
H 0.2781 5.5613 2.3685 0.00
H -0.4952 4.4167 0.3187 0.00
H 2.0037 4.0793 -1.4413 0.00
H 3.4161 5.9367 -0.5965 0.00
H 5.2583 5.4613 0.9800 0.00
H 5.7024 3.1429 1.7096 0.00
H 4.2947 1.2852 0.8485 0.00
H 4.7351 0.5988 -1.6379 0.00
H 5.7886 -0.1274 -3.7514 0.00
H 4.4345 -0.2769 -5.8151 0.00
H 2.0326 0.2892 -5.7722 0.00
H 0.9722 1.0362 -3.6435 0.00
H 4.4744 -1.7481 1.1792 0.00
H 6.5203 -2.6996 0.1737 0.00
H 6.4644 -3.6067 -2.1251 0.00
H 4.3543 -3.5819 -3.4161 0.00
H 2.2855 -2.6467 -2.3889 0.00
H 3.1210 0.0544 2.3154 0.00
H 2.9140 -0.2915 4.7495 0.00
H 1.3945 -2.0357 5.6223 0.00
H 0.1306 -3.4756 4.0615 0.00
H 0.4029 -3.1900 1.6272 -0.01
O -2.3457 0.6346 2.1009 0.00
S -2.2607 -0.6116 2.8400 0.04
O -1.7013 -0.4848 4.1715 0.01
O -1.6046 -1.7119 2.1039 0.07
C -3.9862 -1.0536 3.0614 0.00
C -4.4736 -0.8275 4.3437 0.00
C -5.8243 -0.9298 4.6302 0.00
C -6.7155 -1.2406 3.6190 0.00
C -6.2429 -1.4779 2.3396 0.00
C -4.8839 -1.4027 2.0437 0.00
S -4.5577 -2.0149 0.3820 0.01
O -4.4359 -3.4370 0.5532 0.00
O -5.6625 -1.5439 -0.4161 0.00
O -3.2984 -1.3752 -0.1570 0.06
H -3.7633 -0.5520 5.1101 0.00
H -6.1756 -0.7513 5.6384 0.00
H -7.7770 -1.3073 3.8195 0.00
H -6.9277 -1.7362 1.5439 0.00
O -1.7009 -1.8659 -2.5255 0.17
N -2.6263 -2.7986 -2.7304 -0.01
C -3.4957 -2.5940 -3.7419 0.01
C -4.4451 -3.5250 -4.0613 0.00
C -4.5215 -4.6934 -3.3026 0.01
C -3.6554 -4.8682 -2.2521 0.00
C -2.6871 -3.9065 -1.9490 0.01
S -1.6041 -4.0702 -0.6150 0.02
H -3.3598 -1.6505 -4.2467 0.00
H -5.1277 -3.3262 -4.8739 0.00
H -5.2780 -5.4367 -3.5133 0.00
H -3.7222 -5.7246 -1.5976 0.00
```

Energy above the lowest of the compared OMol25 structures with the same formula, charge and spin in kJ/mol: 0.0
Charge: 0
Spin multiplicity: 2
HOMO-LUMO gap (spin up / spin down) in eV: 6.8 / 6.8

---

DFT (wB97M-V/def2-TZVPD) results for the ion C5H11IN with charge +1.

```
18
Properties=species:S:1:pos:R:3:nbo_charge:R:1
C 0.8799 3.3386 0.3783 -0.22
C -0.0824 2.2317 0.6386 -0.37
C -1.0631 -2.8650 -0.0390 -0.72
C 1.1532 -2.2969 -1.0650 -0.71
C -0.2221 -1.8390 -0.6943 -0.08
N -0.5804 3.3855 0.0255 -0.55
I -0.5652 0.1017 -0.7140 0.62
H 1.0393 3.9301 1.2519 0.24
H 1.4263 3.1846 -0.5098 0.23
H -0.3346 2.1508 1.6123 0.19
H -0.4637 -3.6541 0.4852 0.24
H -1.6512 -3.1444 -0.9190 0.28
H -1.6185 -2.5823 0.8129 0.26
H 0.8854 -3.3196 -1.3555 0.26
H 1.7341 -1.8424 -1.7920 0.24
H 1.8024 -2.6359 -0.1528 0.26
H -1.2435 3.9656 0.4680 0.41
H -0.9490 3.5691 -0.9053 0.42
```

Energy above the lowest of the compared OMol25 structures with the same formula, charge and spin in kJ/mol: 547.0
Charge: +1
HOMO-LUMO gap (spin up / spin down) in eV: 7.1 / 7.1

---

DFT (wB97M-V/def2-TZVPD) results for a structure of composition C25H44I2NO5PSSbV.

```
81
Properties=species:S:1:pos:R:3:mulliken_spin:R:1
V 0.1444 -0.4510 -0.0340 2.04
I 0.5937 -3.9572 -2.7998 0.00
C 2.3423 -2.8898 -2.4179 0.00
C 3.5773 -3.4237 -2.8323 0.00
C 4.7415 -2.7887 -2.5119 0.00
I 6.5339 -3.6114 -3.1943 0.00
C 4.7185 -1.6150 -1.7087 0.00
C 5.8712 -0.9369 -1.2583 0.00
C 5.7428 0.1449 -0.4386 0.00
C 4.4571 0.5589 -0.0577 0.00
N 3.3519 -0.0227 -0.4643 0.02
C 3.4688 -1.0924 -1.2973 0.00
C 2.2598 -1.7142 -1.7211 0.02
O 1.0633 -1.1578 -1.4194 -0.01
H 3.5963 -4.3362 -3.4109 0.00
H 6.8483 -1.2871 -1.5627 0.00
H 6.6102 0.6789 -0.0774 0.00
H 4.3407 1.4104 0.6019 0.00
C -1.7302 2.8939 -2.8484 0.00
C -2.5119 2.6992 -1.5540 -0.01
C -2.1330 3.7054 -0.4736 0.00
Sb -2.2738 0.6847 -0.8432 0.02
C -3.0569 -0.5886 -2.3976 -0.01
C -4.3585 -0.0316 -2.9654 0.00
C -1.9976 -0.8262 -3.4710 0.00
C -3.7090 0.4630 0.7590 -0.01
C -3.0529 0.6595 2.1235 0.00
C -4.9126 1.3805 0.5672 0.00
H -1.8855 3.9070 -3.2252 0.00
H -2.0485 2.2032 -3.6280 0.00
H -0.6568 2.7580 -2.6953 0.00
H -3.5843 2.7735 -1.7476 0.00
H -1.0691 3.6691 -0.2363 0.00
H -2.6832 3.5447 0.4544 0.00
H -2.3605 4.7144 -0.8250 0.00
H -3.2584 -1.5236 -1.8664 0.00
H -4.2068 0.9351 -3.4482 0.00
H -5.1298 0.0811 -2.2050 0.00
H -4.7438 -0.7148 -3.7249 0.00
H -1.7635 0.0921 -4.0112 0.00
H -2.3736 -1.5455 -4.2015 0.00
H -1.0691 -1.2227 -3.0591 0.01
H -4.0243 -0.5788 0.6472 0.00
H -2.7076 1.6867 2.2464 0.00
H -2.1952 -0.0008 2.2694 0.01
H -3.7764 0.4537 2.9153 0.00
H -4.6380 2.4293 0.6862 0.00
H -5.6650 1.1556 1.3261 0.00
H -5.3821 1.2616 -0.4081 0.00
C 1.9910 2.9560 -0.8529 0.01
O 2.1737 2.5637 0.5228 0.00
P 1.2212 1.4971 1.2075 -0.12
O 2.0763 0.9813 2.4235 0.00
C 3.0348 1.7359 3.2089 0.00
O -0.0098 2.3343 1.7676 0.02
C 0.1525 3.5186 2.5855 0.00
H 2.8654 3.5388 -1.1260 0.00
H 1.0979 3.5715 -0.9597 0.00
H 1.9308 2.0723 -1.4895 0.00
H 3.9236 1.1195 3.3064 0.00
H 2.6025 1.9161 4.1898 0.00
H 3.2836 2.6766 2.7238 0.00
H 0.8406 4.2156 2.1107 0.00
H 0.5126 3.2438 3.5753 0.00
H -0.8306 3.9713 2.6734 0.00
C -1.2673 -3.0380 3.7088 0.00
C -1.7960 -3.7157 2.4556 0.00
S -0.8537 -3.3707 0.9664 0.00
O -0.7609 -1.8181 0.9910 0.00
C 0.8049 -3.9734 1.4481 0.00
C 1.7854 -2.8528 1.7577 0.02
H -1.9747 -3.1925 4.5220 0.00
H -1.1615 -1.9645 3.5613 0.00
H -0.3108 -3.4490 4.0270 0.00
H -2.8089 -3.3965 2.2040 0.00
H -1.8032 -4.8069 2.5203 0.00
H 1.1333 -4.5746 0.6005 0.00
H 0.6654 -4.6278 2.3063 0.00
H 2.0041 -2.2469 0.8765 0.01
H 2.7327 -3.2985 2.0612 0.00
H 1.4414 -2.2143 2.5708 0.00
```

Energy above the lowest of the compared OMol25 structures with the same formula, charge and spin in kJ/mol: 98.5
Charge: +2
Spin multiplicity: 3
HOMO-LUMO gap (spin up / spin down) in eV: 6.5 / 7.1

---

DFT (wB97M-V/def2-TZVPD) results for an isolated molecule of C3H3ClOS.

```
9
Properties=species:S:1:pos:R:3:nbo_charge:R:1
C -0.4668 -0.0839 0.5106 -0.35
C -0.1449 1.1051 -0.2963 0.42
C 0.6251 -1.0055 -0.0252 -0.33
H -0.5409 0.1718 1.5269 0.26
H -0.1946 1.0183 -1.4032 0.12
H 0.3695 -1.9978 -0.4153 0.23
O 0.3020 2.0985 0.1223 -0.48
S 2.1594 -0.6599 0.0140 0.18
Cl -2.1088 -0.6466 -0.0338 -0.05
```

Energy above the lowest of the compared OMol25 structures with the same formula, charge and spin in kJ/mol: 115.7
Structure (SMILES): O=C[C@@H](Cl)C=S
Charge: 0
HOMO-LUMO gap in eV: 8.5